C22H31AsI2N9O3PSSc as an isolated structure in a non-equilibrium geometry. Source: the OMol25 dataset; level of theory: the ωB97M-V functional and the def2-TZVPD basis.

Calculated values
HOMO-LUMO gap = 7.1 eV
HOMO = -14.8662 eV
2S+1 = 1
Total charge = +3
DFT total energy = -160721.691 eV

Geometry as XYZ:
```
71
Properties=species:S:1:pos:R:3:forces:R:3:lowdin_charge:R:1
Sc 0.29461 0.38052 0.00460 -0.576 0.357 -1.046 0.800
I -0.67379 -1.27408 4.58080 -0.174 0.411 0.097 1.032
C -0.72549 0.72332 3.89730 0.570 -0.715 -0.795 -0.580
C -1.30689 1.73542 4.65680 -0.188 0.606 0.131 -0.189
C -1.33329 3.02912 4.18450 -0.270 0.073 0.358 -0.614
I -2.26679 4.50302 5.37510 0.284 -0.359 -0.330 1.011
C -0.76749 3.34322 2.91740 0.077 -0.423 -0.155 -0.178
C -0.73039 4.62592 2.34000 0.147 0.024 -0.320 0.014
C -0.11029 4.80782 1.12860 0.022 -0.001 0.143 0.001
C 0.40861 3.70782 0.43910 0.006 -0.114 -0.141 -0.082
N 0.33801 2.46892 0.89770 -0.056 0.286 0.078 0.018
C -0.19119 2.29392 2.14910 -0.195 -0.144 0.435 -0.193
C -0.16189 0.96882 2.65920 -0.442 0.419 1.071 -0.446
O 0.44261 0.00072 1.93980 0.123 -0.140 0.127 -0.355
H -1.73219 1.49292 5.61980 -0.042 0.056 0.033 0.095
H -1.18679 5.46232 2.84590 0.010 0.080 0.135 0.083
H -0.01939 5.79052 0.69650 -0.040 0.096 -0.070 0.125
H 0.88991 3.85122 -0.52550 -0.104 -0.043 0.079 0.123
N 0.14481 -2.79178 1.17020 -0.253 0.101 0.173 0.180
C 0.32711 -2.79328 -0.15990 0.050 0.077 -0.405 -0.435
N 0.82101 -3.87918 -0.71850 0.105 -0.384 0.186 0.197
C 1.05061 -3.83358 -2.03540 -0.284 0.587 0.407 -0.410
N 1.59261 -4.88038 -2.62600 0.038 -0.219 -0.039 0.220
N 0.77751 -2.74008 -2.79050 -0.019 0.292 -0.511 0.204
C 0.30981 -1.69588 -2.16060 0.088 -0.623 0.316 -0.289
N 0.04401 -1.64218 -0.83550 0.116 -0.327 -0.173 0.054
C 0.05251 -0.46038 -2.94170 -0.023 0.293 -0.429 -0.198
C -0.16629 -0.52888 -4.31310 0.105 0.050 0.300 0.030
C -0.44399 0.63852 -5.01150 -0.028 0.130 0.278 0.003
C -0.48719 1.83572 -4.31170 0.070 -0.142 0.159 -0.004
C -0.22489 1.82172 -2.94760 -0.011 0.120 0.107 -0.089
N 0.03901 0.70462 -2.25850 -0.101 -0.259 -0.453 0.010
H 0.20081 -3.67948 1.64650 -0.057 0.006 -0.056 0.130
H -0.39289 -2.04468 1.59800 0.143 -0.233 0.027 0.043
H 1.77281 -5.71308 -2.08520 -0.017 0.043 -0.101 0.135
H 1.74491 -4.87738 -3.62160 -0.024 -0.019 0.032 0.133
H -0.10869 -1.48828 -4.80020 -0.032 -0.089 -0.059 0.124
H -0.63379 0.62372 -6.07370 -0.001 -0.070 -0.092 0.131
H -0.72099 2.76642 -4.80860 0.044 0.026 0.026 0.127
H -0.23509 2.74612 -2.37610 -0.047 -0.110 -0.076 0.113
N 5.22131 0.54332 -1.22920 -0.004 0.395 -0.330 0.163
C 4.96111 -0.43948 -0.15520 -0.789 -0.323 0.826 -0.178
P 3.32111 0.00522 0.67150 1.093 -0.763 0.230 0.461
O 3.38721 1.31102 1.34520 0.419 0.263 0.373 -0.273
O 2.26951 -0.13258 -0.41650 0.150 -0.231 -0.198 -0.368
C 3.20691 -1.34718 1.97290 0.243 0.165 -0.898 -0.170
N 2.63821 -0.68738 3.15550 -0.402 0.394 0.302 0.111
H 4.40171 0.57192 -1.85290 0.293 0.113 -0.012 0.167
H 6.06061 0.32382 -1.78840 -0.270 0.135 0.205 0.191
H 5.33081 1.47782 -0.80600 0.031 -0.143 -0.263 0.182
H 5.76401 -0.39948 0.57960 0.024 0.105 -0.066 0.120
H 4.91801 -1.44368 -0.57270 0.006 0.027 -0.148 0.119
H 4.20201 -1.73788 2.18990 -0.033 0.006 0.016 0.116
H 2.55131 -2.16368 1.65960 0.086 0.122 0.051 0.095
H 2.59781 -1.28678 3.98800 -0.040 0.181 -0.233 0.150
H 1.64101 -0.39278 2.82660 0.574 -0.215 0.479 0.061
H 3.17351 0.17142 3.35330 -0.247 -0.173 0.075 0.159
C -3.63329 -1.93128 -1.75140 0.013 0.262 0.218 -0.216
As -3.94899 -0.49078 -0.46560 -0.518 -0.407 -0.191 0.778
C -4.83899 -1.27598 1.07380 0.120 0.081 -0.144 -0.228
C -5.24919 0.71922 -1.25210 0.138 -0.004 0.077 -0.228
S -2.26549 0.62472 0.20220 -0.182 0.303 0.144 0.288
H -4.57759 -2.46738 -1.85470 0.017 0.016 0.002 0.052
H -2.86689 -2.61958 -1.38940 -0.081 0.162 0.048 0.031
H -3.34749 -1.52428 -2.72330 -0.002 0.057 0.162 0.041
H -5.75569 -1.75408 0.72620 0.018 0.029 0.003 0.053
H -5.08619 -0.47658 1.77890 0.097 -0.124 -0.157 0.053
H -4.20429 -2.02138 1.55980 -0.009 0.180 -0.132 0.045
H -6.17949 0.17262 -1.41620 0.082 -0.022 0.008 0.055
H -4.89189 1.12952 -2.19880 0.071 -0.145 0.134 0.048
H -5.43249 1.54202 -0.55640 0.088 -0.167 -0.027 0.051
```
Forces are in eV/Å.

=====

A 10-piece molecular cluster, C33H87O34P7 overall in a non-equilibrium geometry. Source: the OMol25 dataset; level of theory: the ωB97M-V functional and the def2-TZVPD basis.

Calculated values
HOMO-LUMO gap = 10.5 eV
HOMO = -9.9408 eV
2S+1 = 1
Total charge = 0
SMILES = COP(=O)(OC)OC.COP(=O)(OC)OC.COP(=O)(OC)OC.COP(=O)(OC)OC.COP(=O)(OC)OC.COP(=O)(OC)OC.COP(=O)(OC)OC.CCOC(C)=O.CCOC(C)=O.CCOC(C)=O
DFT total energy = -170283.847 eV

Geometry as XYZ:
```
161
Properties=species:S:1:pos:R:3:forces:R:3:lowdin_charge:R:1
C -7.02310 1.75519 1.19081 0.336 -0.001 -0.686 -0.087
O -5.66537 1.52352 1.60016 0.300 0.063 0.074 -0.233
P -4.47540 2.05006 0.64880 0.077 1.257 0.267 0.394
O -4.75457 3.35281 0.01359 -0.322 -0.938 0.045 -0.226
O -3.23058 2.08891 1.63251 -0.665 -0.751 -0.636 -0.194
C -3.24546 2.85489 2.81592 1.038 0.267 1.197 -0.108
O -4.15596 0.87749 -0.36658 -0.430 0.444 1.418 -0.193
C -3.92191 -0.43560 0.19662 1.465 -0.897 -2.404 -0.070
H -7.00394 2.52128 0.41452 -0.311 0.060 0.085 0.077
H -7.63658 2.07813 2.02735 0.225 -0.008 0.170 0.085
H -7.42255 0.83102 0.77275 -0.061 -0.007 0.063 0.086
H -4.22978 3.13639 3.19019 -0.131 -0.040 -0.355 0.095
H -2.58937 3.72529 2.73105 -0.353 0.192 -0.578 0.076
H -2.73815 2.27215 3.58867 -0.343 -0.308 -0.146 0.050
H -3.65789 -0.94590 -0.73800 -0.334 -0.528 0.264 0.085
H -4.75797 -0.96108 0.64643 -0.207 0.611 0.311 0.092
H -2.96697 -0.51643 0.71547 -0.394 0.522 0.736 0.075
C 0.72306 4.83243 -1.81669 1.264 1.052 0.011 -0.091
O -0.54357 5.36622 -1.43805 -0.839 -0.931 0.356 -0.210
P -1.48261 4.44929 -0.48869 0.352 1.984 0.968 0.374
O -0.74614 3.93753 0.66919 0.133 -0.825 -0.317 -0.216
O -2.22504 3.46750 -1.44130 0.322 -0.511 -0.076 -0.216
C -3.06937 3.95261 -2.47885 -1.207 0.295 -0.334 -0.092
O -2.61767 5.47092 -0.02938 -0.226 -0.112 -0.767 -0.218
C -2.35233 6.54670 0.85747 1.115 -0.211 0.584 -0.095
H 0.74804 4.33902 -2.78315 -0.464 -0.105 -0.074 0.064
H 1.23041 4.22019 -1.07238 -0.625 -0.259 0.220 0.060
H 1.35486 5.72011 -1.88525 0.116 -0.083 -0.312 0.096
H -3.45724 3.11306 -3.05434 0.376 -0.216 0.128 0.094
H -2.59432 4.66365 -3.15576 0.400 -0.086 0.194 0.091
H -3.94757 4.42054 -2.03406 0.131 0.064 0.114 0.076
H -2.67989 7.49236 0.43956 -0.148 -0.057 -0.166 0.088
H -1.28330 6.58957 1.07999 0.100 0.225 -0.286 0.083
H -2.78269 6.38810 1.84631 -0.577 -0.204 -0.232 0.083
C -0.03369 2.66942 -6.07157 -1.062 -0.361 0.409 -0.094
O 1.17618 3.13549 -6.66202 1.051 -0.392 0.149 -0.212
P 2.29341 3.85583 -5.74676 -0.309 1.130 -0.021 0.432
O 3.55752 4.19225 -6.42517 -0.921 -0.850 0.147 -0.225
O 2.38681 2.96406 -4.41888 -0.377 0.677 -0.334 -0.232
C 3.12998 1.75072 -4.54229 0.711 -0.152 0.145 -0.084
O 1.53513 5.17623 -5.18917 0.481 -1.507 -0.126 -0.219
C 1.71682 6.38149 -5.89821 0.573 1.619 -0.555 -0.125
H -0.84085 3.34119 -6.36129 0.099 0.335 0.477 0.094
H 0.06739 2.51246 -4.99634 -0.061 0.639 0.086 0.073
H -0.41218 1.69063 -6.38769 0.939 -0.084 -0.771 0.083
H 4.13417 1.99299 -4.89513 -0.125 -0.183 -0.345 0.096
H 2.60588 1.04855 -5.18945 0.132 0.072 -0.169 0.059
H 3.27489 1.28910 -3.56613 -0.419 0.264 0.157 0.096
H 0.94053 6.59801 -6.63505 -0.456 -0.282 0.421 0.090
H 2.63295 6.49170 -6.48609 0.218 -0.847 0.267 0.082
H 1.80369 7.19017 -5.17210 -0.472 -0.070 0.089 0.089
C -1.06766 -3.89027 -6.44133 -0.337 -0.757 1.109 -0.086
O 0.23230 -3.30741 -6.55465 -0.024 0.052 -0.806 -0.204
P 0.28265 -1.75782 -6.88303 0.356 0.470 0.321 0.381
O -0.79251 -1.17076 -7.69443 0.361 -0.304 0.603 -0.221
O 0.38773 -1.12681 -5.41423 -0.860 0.362 -0.580 -0.219
C 1.35994 -1.53658 -4.47683 1.082 0.396 0.522 -0.091
O 1.74884 -1.61183 -7.50201 -0.286 -0.426 0.762 -0.204
C 2.08542 -0.34023 -8.04403 -0.435 0.674 -1.248 -0.093
H -1.56449 -3.54908 -5.52945 -0.045 0.550 -0.203 0.069
H -0.92924 -4.95054 -6.22761 0.236 -0.065 -0.511 0.093
H -1.70843 -3.74421 -7.30538 0.215 0.151 -0.149 0.092
H 0.97025 -1.59932 -3.45885 -0.489 -0.297 -0.315 0.067
H 2.09843 -0.73500 -4.39811 0.157 -0.263 -0.174 0.066
H 1.86189 -2.46228 -4.75704 -0.132 -0.028 0.014 0.098
H 2.01074 0.51640 -7.36994 0.064 -0.355 0.421 0.067
H 1.38514 -0.12896 -8.85851 0.102 0.039 0.025 0.091
H 3.08030 -0.37892 -8.48087 0.064 -0.236 0.291 0.094
C -1.74622 3.80301 5.86967 -0.694 0.787 -1.076 -0.094
O -2.69550 2.79366 6.20357 -0.007 -1.605 0.388 -0.250
P -2.31491 1.20200 6.21730 0.262 0.815 0.842 0.424
O -1.88247 0.56278 4.96684 -0.062 0.753 0.651 -0.217
O -1.18942 1.16347 7.35580 0.351 -0.252 -0.833 -0.217
C -1.34566 1.35928 8.75106 -1.514 -0.508 0.531 -0.095
O -3.61567 0.55262 6.88447 1.022 1.270 -0.183 -0.212
C -4.92024 0.96923 6.47665 -1.024 -1.177 -0.350 -0.090
H -1.61372 4.56333 6.64091 0.021 -0.591 0.526 0.089
H -2.26156 4.35163 5.07405 0.553 0.002 -0.232 0.078
H -0.78850 3.42707 5.51606 -0.043 -0.148 0.069 0.097
H -0.90810 2.24953 9.20086 0.413 0.169 -0.753 0.089
H -0.96288 0.47962 9.26552 0.139 0.024 -0.076 0.090
H -2.41865 1.41289 8.95792 0.062 -0.025 0.217 0.082
H -5.34525 0.08051 5.99980 -0.236 0.156 0.150 0.094
H -5.02048 1.76290 5.73697 0.715 0.224 0.204 0.083
H -5.50532 1.20997 7.36258 0.129 0.090 -0.002 0.090
C 0.24455 0.69850 2.10581 -0.167 0.691 0.686 -0.090
O -0.37575 -0.30439 1.31953 -0.461 -0.741 -0.618 -0.192
P 0.02922 -0.61556 -0.18538 -0.383 0.862 0.487 0.377
O 1.48197 -0.61956 -0.40027 -0.030 -0.103 -0.467 -0.230
O -0.77036 -1.96293 -0.45458 0.798 0.076 -0.358 -0.182
C -0.03371 -3.08406 -0.93015 0.829 -1.402 -0.172 -0.124
O -0.81187 0.42385 -1.04732 -0.165 0.407 0.491 -0.218
C -0.48494 0.76062 -2.41555 0.785 -0.358 1.170 -0.045
H 0.58714 0.32534 3.07413 0.113 -0.709 -0.312 0.085
H -0.50859 1.41771 2.42923 -0.026 0.256 -0.643 0.082
H 1.07570 1.15572 1.57718 -0.247 0.055 -0.020 0.039
H 1.01649 -3.13068 -0.63018 -0.202 0.379 0.852 0.086
H 0.10605 -3.20792 -2.00997 -0.927 0.789 -0.052 0.057
H -0.55463 -3.97169 -0.57877 0.054 0.031 0.094 0.086
H -1.08886 1.60150 -2.73583 -0.467 -0.249 0.094 0.072
H -0.61175 -0.15677 -2.98677 -0.005 0.365 -0.523 0.080
H 0.54629 1.12103 -2.37805 0.126 -0.266 -0.509 0.086
C 3.67728 -7.84155 1.42862 0.766 0.482 -0.181 -0.094
O 2.40664 -7.31949 1.01012 -0.228 -0.448 0.440 -0.207
P 1.28565 -7.08785 2.11789 -0.874 1.189 -0.168 0.384
O -0.07105 -6.89254 1.56041 1.203 -0.031 0.194 -0.240
O 1.42526 -8.32158 3.10150 0.225 0.451 1.041 -0.221
C 0.95346 -9.59732 2.74621 -0.038 -1.310 -1.501 -0.113
O 1.87515 -5.87728 3.00054 0.188 -1.265 -0.362 -0.212
C 1.32194 -4.56339 2.93731 -1.370 0.030 0.093 -0.076
H 3.73644 -8.15034 2.46990 -0.491 -0.181 0.010 0.084
H 4.42838 -7.05445 1.34179 -0.092 0.026 -0.278 0.091
H 3.94057 -8.66819 0.77277 -0.067 -0.014 0.017 0.090
H 0.09712 -9.98788 3.29477 -0.115 0.780 0.316 0.091
H 1.71782 -10.37465 2.84024 0.369 0.459 0.312 0.089
H 0.70203 -9.61445 1.68071 -0.256 0.030 0.096 0.090
H 1.12423 -4.22601 1.92001 0.385 -0.074 -0.095 0.081
H 1.95128 -3.85667 3.46765 0.330 -0.245 -0.102 0.071
H 0.34340 -4.60695 3.42170 0.054 0.203 0.079 0.093
C 6.56513 3.25720 3.73545 0.500 0.748 1.051 -0.079
C 6.27806 2.85387 2.30836 -0.585 0.195 0.744 -0.200
O 4.84921 2.96174 2.17828 -0.358 -0.075 0.003 -0.039
C 4.28588 3.01535 0.97051 -0.947 -0.139 -1.055 -0.544
C 2.77243 2.90933 0.95433 0.909 0.997 0.492 0.019
O 4.84055 3.21654 -0.08004 1.047 -0.153 0.324 0.098
H 7.62709 3.17489 3.98119 0.006 -0.162 -0.217 0.078
H 6.02597 2.76233 4.54640 -0.129 -0.698 -0.531 0.075
H 6.31355 4.29982 3.95408 0.031 0.123 -0.591 0.079
H 6.77283 3.53715 1.62121 0.035 -0.296 -0.218 0.125
H 6.51252 1.80209 2.13886 0.350 0.146 -0.260 0.126
H 2.45262 2.30827 0.10865 -0.016 -0.262 0.207 0.089
H 2.52997 3.94903 0.71812 -0.546 -0.081 0.117 0.089
H 2.35072 2.65585 1.91968 -0.125 -0.120 -0.108 0.074
C 3.99121 -2.01780 7.09189 0.709 1.007 0.355 -0.062
C 4.17991 -2.30194 5.60543 -0.246 -0.934 0.683 -0.213
O 3.80089 -1.16272 4.82658 -0.541 0.228 0.675 0.011
C 3.91121 -1.29700 3.51605 1.615 -0.237 -1.719 -0.538
C 3.73015 -0.04742 2.69462 -0.059 -0.328 0.122 0.044
O 4.28268 -2.31402 2.96367 -0.467 -0.169 0.759 0.083
H 3.24669 -2.57474 7.65613 -0.283 -0.161 -0.552 0.071
H 3.77514 -0.95271 7.20722 -0.103 -0.058 0.093 0.077
H 4.92817 -2.17709 7.62963 0.039 -0.025 -0.077 0.070
H 5.21732 -2.53928 5.38007 0.007 0.004 -0.089 0.124
H 3.57984 -3.18058 5.36741 0.010 0.128 -0.540 0.114
H 4.38499 0.77238 2.98104 -0.327 0.041 0.566 0.074
H 2.67655 0.21207 2.73621 0.126 0.434 -0.139 0.058
H 4.03302 -0.30688 1.68351 -0.397 -0.104 -0.103 0.102
C -5.36570 -3.48181 -3.22539 0.502 0.123 0.050 -0.060
C -4.50996 -4.35939 -4.13355 -0.660 -0.131 0.944 -0.204
O -3.58856 -5.11446 -3.31091 1.087 0.062 -1.033 -0.029
C -2.36698 -4.55163 -3.08956 -1.192 -0.859 1.885 -0.539
C -1.34926 -5.59055 -2.71184 0.723 -0.503 -1.632 0.018
O -2.21054 -3.36974 -3.01867 0.366 0.771 -0.870 0.105
H -5.90351 -2.70685 -3.77151 -0.412 -0.381 -0.115 0.080
H -4.74052 -2.91756 -2.53242 0.211 -0.170 -0.057 0.063
H -5.98976 -4.14449 -2.62860 -0.379 0.291 -0.068 0.079
H -5.09738 -5.17543 -4.55078 -0.195 0.299 -0.332 0.118
H -4.03634 -3.79439 -4.93528 0.389 -0.080 0.186 0.114
H -1.45718 -6.08460 -1.75112 -0.185 0.409 0.219 0.098
H -0.35461 -5.17560 -2.87364 -0.034 0.148 0.586 0.080
H -1.38104 -6.38752 -3.46178 -0.321 -0.101 0.118 0.088
```
Forces are in eV/Å.